#P
Molecular formula: C6H14O
Method: DFT, ωB97M-V with the def2-TZVPD basis set

CARTESIAN COORDINATES (ANGSTROEM)
C 2.04 -0.90 -1.27
C 1.15 -0.93 -0.26
C 3.08 -1.97 -1.61
C 2.11 0.20 -2.31
C 0.00 0.00 0.00
C 1.07 -2.02 0.80
H 2.72 -2.44 -2.54
H 3.11 -2.73 -0.81
H 4.11 -1.60 -1.78
H 2.58 1.09 -1.86
H 1.11 0.49 -2.69
H 2.72 -0.13 -3.16
H -0.88 -0.58 -0.34
H 0.07 0.93 -0.60
H -0.15 0.27 1.06
H 0.06 -2.46 0.78
H 1.27 -1.64 1.82
H 1.81 -2.81 0.58
O -2.42 -4.15 -0.12
H -2.41 -3.32 0.41
H -2.11 -4.85 0.50

HOMO energy   -8.56 eV
SMILES   CC(C)=C(C)C.O



#Q
Molecular formula: C6H14O
Method: DFT, ωB97M-V with the def2-TZVPD basis set

CARTESIAN COORDINATES (ANGSTROEM)
C -0.63 0.39 0.25
C 0.30 -0.53 -0.59
C 0.10 1.25 1.29
C -1.71 -0.44 0.96
C 1.51 -1.08 0.19
C 0.81 0.10 -1.89
O -1.32 1.31 -0.61
H -1.87 0.80 -1.22
H -0.29 -1.41 -0.90
H -2.29 -1.03 0.23
H 0.85 1.89 0.82
H 0.60 0.64 2.05
H -0.60 1.91 1.81
H -1.28 -1.13 1.70
H -2.43 0.21 1.46
H 2.21 -0.28 0.44
H 2.05 -1.82 -0.40
H 1.19 -1.56 1.12
H 1.43 0.98 -1.70
H 1.40 -0.62 -2.47
H -0.03 0.40 -2.54

HOMO energy   -10.07 eV
SMILES   CC(C)C(C)(C)O



#R
Molecular formula: C6H14O
Method: DFT, ωB97M-V with the def2-TZVPD basis set

CARTESIAN COORDINATES (ANGSTROEM)
C 0.56 0.29 0.36
C 2.04 0.71 0.17
C -0.12 0.14 -1.02
C -1.65 -0.03 -1.10
C 0.49 -0.99 1.19
C -2.46 0.12 0.18
O 2.82 -0.38 -0.28
H 3.76 -0.12 -0.17
H 0.08 1.11 0.90
H 2.13 1.53 -0.56
H 2.44 1.06 1.12
H 0.12 1.03 -1.61
H 0.34 -0.69 -1.56
H -1.87 -1.01 -1.53
H -2.03 0.70 -1.82
H -0.48 -1.10 1.67
H 1.23 -0.97 2.00
H 0.68 -1.88 0.58
H -3.53 0.20 -0.08
H -2.36 -0.75 0.82
H -2.19 1.02 0.73

HOMO energy   -10.17 eV
SMILES   CCC[C@@H](C)CO



Relative energy table, unit eV: #P 0.856; #Q 0.000; #R 0.487



#P
Molecular formula: C6H14O
Method: DFT, ωB97M-V with the def2-TZVPD basis set

CARTESIAN COORDINATES (ANGSTROEM)
C 1.54 0.87 -0.98
C 0.35 1.13 -0.05
C 0.76 2.08 1.08
C -0.22 -0.16 0.57
C -0.79 -1.16 -0.41
C -1.55 -2.32 0.17
O -1.49 -0.55 -1.49
H 1.96 1.82 -1.34
H 1.26 0.29 -1.86
H 2.34 0.34 -0.46
H -0.45 1.59 -0.63
H 1.15 3.03 0.67
H 1.55 1.64 1.70
H -0.08 2.32 1.73
H -0.99 0.11 1.29
H 0.56 -0.72 1.10
H 0.13 -1.63 -0.98
H -2.43 -1.99 0.74
H -0.86 -2.85 0.84
H -1.88 -2.98 -0.63
H -0.70 -0.97 -1.91

HOMO energy   -10.21 eV
SMILES   CC(C)C[C@@H](C)O



#Q
Molecular formula: C6H14O
Method: DFT, ωB97M-V with the def2-TZVPD basis set

CARTESIAN COORDINATES (ANGSTROEM)
C -0.32 -1.34 -0.89
C 0.26 -0.14 -0.95
C 0.20 -2.44 -0.01
C -1.60 -1.68 -1.62
C -0.45 2.20 -0.81
C -0.20 1.08 -1.78
H 1.07 0.03 -0.23
H 0.54 -3.26 -0.65
H -0.60 -2.81 0.65
H 1.04 -2.10 0.61
H -1.59 -2.71 -2.02
H -1.86 -0.98 -2.43
H -2.38 -1.62 -0.84
H 0.52 2.39 -0.32
H -1.20 1.99 -0.03
H -0.76 3.11 -1.35
H -1.11 0.91 -2.39
H 0.60 1.43 -2.46
O 2.47 1.61 5.81
H 2.35 2.25 6.55
H 3.03 2.09 5.16

HOMO energy   -8.81 eV
SMILES   CCC=C(C)C.O



Relative energy table, unit eV: #P 0.441; #Q 0.000



#P
Molecular formula: C6H14O
Method: DFT, ωB97M-V with the def2-TZVPD basis set

CARTESIAN COORDINATES (ANGSTROEM)
C -1.30 -1.42 -0.75
C -0.60 -1.26 0.57
C -2.43 1.72 0.58
C 0.62 -0.74 0.75
C 1.49 -0.26 -0.38
C 2.47 0.82 0.08
O 2.18 -1.40 -0.89
H -2.33 -1.74 -0.62
H -0.78 -2.17 -1.37
H -1.31 -0.48 -1.32
H -1.13 -1.61 1.45
H -3.15 0.91 0.69
H -2.48 2.11 -0.45
H -2.66 2.52 1.29
H 1.04 -0.70 1.75
H -1.42 1.34 0.77
H 0.85 0.17 -1.17
H 3.13 0.42 0.86
H 1.93 1.68 0.49
H 3.09 1.17 -0.75
H 2.77 -1.09 -1.59

HOMO energy   -9.46 eV
SMILES   C/C=C\[C@@H](C)O.C



#Q
Molecular formula: C6H14O
Method: DFT, ωB97M-V with the def2-TZVPD basis set

CARTESIAN COORDINATES (ANGSTROEM)
C -3.39 -0.01 -0.52
C -2.25 -0.35 0.44
C -0.87 -0.15 -0.20
C 0.28 -0.46 0.75
C 1.61 -0.33 0.10
O 2.55 0.27 0.77
C 3.75 0.53 0.29
H -4.37 -0.14 -0.05
H -3.35 -0.65 -1.41
H -3.32 1.03 -0.86
H -2.32 0.28 1.34
H -2.34 -1.39 0.78
H -0.79 -0.78 -1.10
H -0.77 0.89 -0.55
H 0.15 -1.48 1.15
H 0.25 0.22 1.61
H 1.92 -0.97 -0.72
H 1.97 1.18 -1.25
H 4.16 -0.18 -0.43
H 4.40 1.03 0.99
H 2.72 1.42 -1.14

HOMO energy (spin up / spin down)   -7.31 / -7.31 eV



Relative energy table, unit eV: #P 0.000; #Q 3.373



#P
Molecular formula: C2H6OSi
Method: DFT, ωB97M-V with the def2-TZVPD basis set

CARTESIAN COORDINATES (ANGSTROEM)
C -1.61 0.52 -0.25
C 1.03 -1.04 -0.13
O -2.03 -0.49 0.19
Si 0.29 0.75 -0.14
H -2.29 1.39 -0.44
H 0.62 -1.53 0.67
H 1.06 -1.69 -1.05
H 2.17 -0.85 0.23
H -0.12 0.90 1.58
H 0.89 2.04 -0.68

HOMO energy   -9.02 eV



#Q
Molecular formula: C2H6OSi
Method: DFT, ωB97M-V with the def2-TZVPD basis set

CARTESIAN COORDINATES (ANGSTROEM)
C -0.12 1.93 0.60
C 0.11 -0.57 0.78
O 0.70 2.62 1.08
Si 0.06 -1.23 -0.99
H -1.05 2.23 0.26
H -0.63 -0.34 1.38
H 1.08 -0.53 1.19
H 0.79 -0.37 -1.77
H -1.13 -1.07 -1.80
H 0.19 -2.67 -0.73

HOMO energy (spin up / spin down)   -8.33 / -8.37 eV



Relative energy table, unit eV: #P 0.000; #Q 2.601